[1]
74
Properties=species:S:1:pos:R:3:lowdin_charge:R:1 method="wB97M-V/def2-TZVPD" energy_ha=-5137.43525 homo_ev=-2.79 fmax_ev_per_a=3.40 lumo_ev=1.707 e_above_lowest_kj_mol=418.23 charge=-1 spin_multiplicity=1
C 0.24135 1.35651 -3.56500 -0.06
C 0.39012 -0.03692 -3.06005 -0.25
H -0.19682 1.30537 -4.55996 0.07
H 1.17693 1.91019 -3.65515 0.08
H -0.42297 1.90856 -2.90677 0.07
C 1.09371 -0.95938 -3.72033 -0.16
C 1.74578 -0.74915 -5.08087 -0.13
H 1.07398 -2.01568 -3.36529 0.10
H 2.52027 0.04712 -5.12207 0.07
H 0.95018 -0.47908 -5.80613 0.07
H 2.23932 -1.67646 -5.42923 0.06
Zn -4.05838 1.73758 0.80417 0.14
Cl -5.49577 0.17575 0.38359 -0.09
Cl 1.80207 2.55916 1.47307 0.43
C -1.55625 -1.62185 1.68483 -0.28
O -0.37793 -1.36969 2.00096 -0.04
N -2.15557 -2.80292 1.91460 -0.17
C -1.52023 -3.92835 2.56776 -0.04
C -3.50887 -3.02488 1.46068 -0.07
H -2.22698 -0.90056 1.18833 0.13
H -0.60210 -3.60844 3.06521 0.09
H -1.28908 -4.71720 1.83167 0.08
H -2.22792 -4.35245 3.29853 0.09
H -3.86998 -2.15496 0.90459 0.04
H -4.18641 -3.17921 2.31239 0.09
H -3.56680 -3.90446 0.80501 0.08
H 3.33082 0.56004 -1.42742 0.08
H 3.03599 -1.79456 -2.07063 0.08
C 3.82821 0.21035 -0.52572 -0.07
C 3.42605 -2.11834 -1.09152 -0.07
N 3.25167 -1.04426 -0.13462 -0.19
H 3.71170 0.96870 0.23130 0.04
C 2.61425 -1.20803 1.05901 -0.33
O 2.51608 -0.37506 1.95546 -0.05
H 2.87546 -3.00489 -0.75926 0.07
H 2.10713 -2.18909 1.13924 0.12
H 4.87731 0.09174 -0.78964 0.08
H 4.49299 -2.38347 -1.20508 0.08
O 0.58246 0.26631 -0.68248 -0.22
C -0.14014 -0.30896 -1.63469 -0.49
C -0.06284 -2.86376 -0.83170 -0.05
C -0.72362 -1.79485 -1.45290 -0.13
H 0.94401 -2.73464 -0.46812 0.06
C -0.60461 -4.15229 -0.79554 -0.11
H -0.93394 0.43862 -1.45461 0.10
C -1.97415 -2.07857 -2.00876 -0.06
H -0.09743 -5.02639 -0.34694 0.10
C -1.84574 -4.42454 -1.40774 -0.13
C -2.51704 -3.36375 -2.03776 -0.11
H -2.48878 -1.32918 -2.60843 0.11
H -2.32502 -5.41065 -1.32778 0.09
H -3.44219 -3.56243 -2.58873 0.09
Si 1.37736 4.62004 1.43858 0.20
Cl -2.71319 2.94969 -0.19432 -0.01
C 2.81946 5.76997 1.23116 -0.23
C 0.18355 5.02323 2.89186 -0.21
C 0.58375 4.98646 -0.32158 -0.21
H 3.17047 6.21348 2.17566 0.03
H 2.53320 6.50844 0.45036 0.02
H 3.56972 5.06934 0.78251 0.04
H 1.01117 4.38764 -1.14994 0.03
H 0.91978 6.02951 -0.48248 -0.01
H -0.51621 4.97597 -0.46325 -0.01
H 0.34773 4.57745 3.89652 0.03
H -0.84571 4.73439 2.56307 0.03
H 0.27894 6.12667 2.96278 0.02
S -0.33533 0.52557 4.41384 1.00
C -1.99696 0.74162 4.55922 -0.48
C -2.59724 1.25994 3.40600 -0.28
N -1.74985 1.15120 2.34107 -0.08
C -0.54379 0.71057 2.64569 -0.46
H -2.57478 0.53800 5.43616 0.04
H -3.64966 1.50575 3.25643 0.06
H 0.31734 0.70844 2.00120 -0.01



[2]
83
Properties=species:S:1:pos:R:3:lowdin_charge:R:1 method="wB97M-V/def2-TZVPD" energy_ha=-2897.27543 homo_ev=-5.24 fmax_ev_per_a=1.28 lumo_ev=1.496 charge=-1 spin_multiplicity=1
C 5.39178 0.12339 1.27804 -0.01
C 5.87344 -0.62455 0.06519 -0.55
O 6.13832 -0.04236 -0.97036 0.04
N 6.03098 -2.00055 0.16291 0.04
C 4.96881 -2.78240 0.82686 -0.21
C 3.70172 -2.88869 -0.01069 -0.23
C 2.66641 -3.83643 0.60055 -0.31
C 1.61049 -3.18039 1.51620 -0.30
In 0.70637 -1.29589 0.78437 0.65
C -1.04541 -0.59142 1.92197 -0.26
S 0.24074 -1.62378 -1.70311 0.50
C 0.26783 -0.06856 -2.59449 -0.21
O 1.36282 -2.38987 -2.27241 -0.46
O -1.06778 -2.25406 -1.98273 -0.49
H 4.36404 -0.16279 1.51465 0.05
H 5.40292 1.18571 1.05697 0.08
H 6.01413 -0.10522 2.14511 0.08
H 6.15406 -2.30938 -0.79678 0.12
H 5.38109 -3.78754 0.94981 0.11
H 4.77534 -2.36969 1.81599 0.11
H 3.99296 -3.27402 -0.99454 0.11
H 3.31077 -1.88635 -0.19284 0.06
H 3.22796 -4.55796 1.21604 0.09
H 2.18240 -4.42310 -0.17924 0.10
H 2.01391 -3.04548 2.52527 0.02
H 0.80259 -3.91271 1.63269 0.02
H 1.97927 -0.09336 0.91396 -0.06
H -1.94951 -1.15513 1.68780 -0.04
H -0.81344 -0.66835 2.98607 -0.04
H -1.23682 0.45697 1.68536 -0.05
H 1.11729 0.52647 -2.26945 0.05
H 0.35823 -0.33197 -3.65070 0.05
H -0.68053 0.44342 -2.43126 0.05
C -0.26564 5.05120 -0.77100 -0.12
C -0.90454 4.70475 0.55916 -0.11
O -0.61990 3.30777 0.67709 0.06
C 0.47036 3.02580 -0.07573 -0.55
O 1.06163 1.99849 -0.04496 0.11
O 0.79058 4.09151 -0.85952 0.06
H 0.13663 6.06039 -0.80707 0.13
H -0.94623 4.90409 -1.61271 0.13
H -0.44710 5.22573 1.39745 0.10
H -1.97825 4.87571 0.57973 0.13
C -0.71819 4.06108 5.16110 -0.10
C 0.26687 4.81261 6.03320 -0.12
O 0.93367 5.65456 5.07654 0.07
C 0.12093 5.81449 4.01470 -0.58
O 0.31463 6.56398 3.10829 0.14
O -0.94672 4.99243 4.09466 0.06
H -1.64793 3.82369 5.66821 0.13
H -0.29608 3.14802 4.73887 0.14
H -0.22606 5.44057 6.77504 0.13
H 0.97689 4.16433 6.53212 0.11
C 2.37134 1.78687 9.55406 -0.11
C 1.40339 0.62878 9.70621 -0.11
O 0.13651 1.26629 9.50694 0.07
C 0.33518 2.38861 8.78476 -0.56
O -0.52722 3.04842 8.30071 0.16
O 1.65621 2.66063 8.67455 0.05
H 3.32289 1.50412 9.11304 0.13
H 2.55029 2.30858 10.49555 0.13
H 1.53706 -0.13152 8.93567 0.14
H 1.43874 0.15877 10.68492 0.13
C -2.04851 -3.19095 -5.61745 -0.10
C -2.70248 -3.33889 -4.26176 -0.09
O -4.07552 -2.99253 -4.56306 0.07
C -4.29106 -3.20374 -5.86431 -0.59
O -5.36414 -3.17099 -6.39606 0.12
O -3.14008 -3.45845 -6.52023 0.05
H -1.23956 -3.89447 -5.78883 0.13
H -1.68831 -2.17733 -5.79785 0.13
H -2.67720 -4.36630 -3.89742 0.14
H -2.27410 -2.68171 -3.50760 0.09
C -5.84223 -1.88666 -9.13854 -0.12
C -6.87381 -2.94480 -9.45623 -0.11
O -7.37230 -2.50967 -10.73056 0.05
C -6.42539 -1.74004 -11.31758 -0.58
O -6.46808 -1.36528 -12.44616 0.15
O -5.43076 -1.46127 -10.44903 0.06
H -5.00163 -2.26953 -8.57355 0.11
H -6.26976 -1.03148 -8.61336 0.14
H -6.43117 -3.93525 -9.56862 0.13
H -7.67922 -2.99417 -8.73012 0.13



[3]
70
Properties=species:S:1:pos:R:3:lowdin_charge:R:1 method="wB97M-V/def2-TZVPD" energy_ha=-2372.81306 homo_ev=-8.89 fmax_ev_per_a=2.12 lumo_ev=-0.671 spin_multiplicity=1
C -5.84970 0.06375 6.82826 -0.12
C -6.26420 0.35898 5.35769 -0.26
C -6.78233 -0.93368 4.64141 -0.22
C -5.64825 -1.96491 4.44301 -0.22
C -4.64358 -1.51559 3.33220 -0.21
C -3.77925 -2.73062 2.85106 -0.21
C -2.39982 -2.26171 2.28008 -0.20
C -2.45949 -2.22887 0.70317 -0.18
C -1.09908 -2.82520 0.15882 -0.20
C -0.56955 -2.05346 -1.09915 -0.21
C 0.97703 -1.85809 -0.94644 -0.21
C 1.57643 -1.37474 -2.33477 -0.21
C 2.38948 -2.53666 -2.98389 -0.20
C 3.88996 -2.23383 -3.26528 -0.21
C 4.64835 -1.48316 -2.11601 -0.17
C 5.52599 -0.33072 -2.72086 -0.14
C 4.84907 1.03524 -2.79589 -0.15
C 5.35147 2.08168 -2.06327 -0.04
C 4.72604 3.40736 -2.11239 -0.50
S 5.51437 4.70196 -1.11418 0.77
C 3.61009 3.68799 -2.85706 -0.24
C 2.94079 5.05125 -2.87280 -0.19
P 1.43413 5.03065 -1.79662 0.47
O 0.75258 3.73245 -1.81915 -0.27
O 1.84771 5.42393 -0.27274 -0.15
O 0.46677 6.23974 -2.29452 -0.13
C 3.03820 2.63425 -3.67008 -0.33
N 1.97089 2.74296 -4.44536 -0.19
S 1.80792 1.25172 -5.11442 1.03
N 3.05657 0.50478 -4.44305 -0.23
C 3.70211 1.33480 -3.61223 -0.26
H -4.81735 -0.31126 6.91042 0.06
H -5.89801 1.03148 7.36753 0.07
H -6.55126 -0.60638 7.35129 0.07
H -5.42982 0.81659 4.79358 0.10
H -7.08851 1.09706 5.37667 0.10
H -7.20743 -0.58848 3.68006 0.10
H -7.56859 -1.35565 5.29521 0.10
H -5.04872 -2.09609 5.36327 0.11
H -6.01885 -2.95963 4.13376 0.11
H -5.18897 -1.05477 2.48735 0.11
H -3.92132 -0.77048 3.71548 0.10
H -3.63151 -3.42017 3.70630 0.10
H -4.36045 -3.29176 2.09682 0.10
H -2.10907 -1.26026 2.63633 0.10
H -1.64744 -2.99474 2.62536 0.10
H -2.56465 -1.18534 0.36133 0.10
H -3.26140 -2.88374 0.32789 0.10
H -1.19632 -3.89797 -0.07106 0.11
H -0.35069 -2.67509 0.95729 0.09
H -0.73795 -2.65575 -2.01101 0.11
H -1.04278 -1.06242 -1.21500 0.11
H 1.38979 -2.83166 -0.63297 0.10
H 1.17785 -1.12015 -0.14482 0.11
H 2.18045 -0.48830 -2.09051 0.08
H 0.69804 -1.08843 -2.93511 0.09
H 1.92501 -2.72805 -3.97502 0.10
H 2.28032 -3.49068 -2.43738 0.10
H 4.38947 -3.21993 -3.37168 0.10
H 4.06967 -1.71567 -4.21683 0.08
H 4.00121 -1.15025 -1.29060 0.11
H 5.37519 -2.19302 -1.67437 0.10
H 5.97620 -0.65249 -3.67826 0.12
H 6.38576 -0.21172 -2.03040 0.11
H 6.24263 1.93060 -1.44683 0.11
H 6.29825 5.32841 -2.03822 -0.11
H 3.59743 5.84702 -2.48401 0.06
H 2.63531 5.35384 -3.88984 0.11
H 1.86428 4.62494 0.27343 0.09
H 0.57352 6.97817 -1.67101 0.08